The following is a quantum chemistry calculation of a cluster of 2 separate species, C6H12O in total, from the Open Molecules 2025 dataset.

```
19
Properties=species:S:1:pos:R:3:forces:R:3
C -0.16387 -1.54908 -1.39427 -0.34 0.01 0.07
H 1.20973 -0.72888 1.30304 -0.07 0.11 0.04
C 1.32959 1.28499 2.08139 0.04 0.05 0.02
H -0.71545 1.36047 0.13971 0.12 -0.11 0.01
C -2.44643 0.01611 -1.59189 0.16 -0.11 -0.23
H -2.58506 -0.91828 -2.17555 -0.04 0.19 0.06
H 2.17203 1.61391 1.46092 -0.12 -0.04 0.08
C -0.00490 0.53086 0.03775 -0.01 0.04 -0.04
H 1.73151 0.96891 3.04955 -0.06 0.06 -0.14
H 0.68413 2.15382 2.25310 0.08 -0.12 -0.04
C -0.73185 -0.61107 -0.61490 0.19 -0.04 -0.15
O 1.13776 -1.64232 -1.70685 0.10 0.16 0.15
H -1.79482 0.62249 -2.24779 -0.13 -0.04 0.10
H 0.80049 0.91438 -0.61175 -0.09 -0.07 0.09
H -0.73607 -2.33757 -1.87398 0.05 0.12 0.11
C 0.56074 0.15162 1.41136 0.00 -0.08 0.03
H -1.80584 -0.71628 -0.32504 0.01 -0.10 -0.01
H -0.27215 -0.16625 2.05076 0.12 0.03 -0.08
H 1.63049 -0.94783 -1.24555 -0.03 -0.05 -0.08
```
Forces are in eV/Å.

Values from the calculation:
2S+1: 1
Energy above the lowest of the compared OMol25 structures with the same formula, charge and spin: 5.204 eV
Total charge: 0
Strongest force on any atom: 0.35 eV/A
Frontier orbital gap: 8.7271 eV